[1]
The following is a quantum chemistry calculation of 9 unconnected molecules or ions with the total composition C38H98ClN6O19 in a non-equilibrium geometry, from the Open Molecules 2025 dataset.

Computed properties:
- LUMO level: 1.895 eV
- Frontier orbital gap: 7.919 eV
- Charge: -1
- F_max: 3.2 eV Å⁻¹
- Electronic energy: -3724.257465 Ha
- HOMO level: -6.024 eV

CARTESIAN COORDINATES (ANGSTROEM)
Cl 14.58158 21.80869 -6.32776
O 13.71107 22.05747 -7.41498
O 15.69305 22.70618 -6.29869
O 13.78934 22.02830 -5.13175
O 15.05607 20.46390 -6.55875
C 8.14667 28.46988 -6.39380
O 9.08207 27.47661 -5.86962
C 10.36282 28.08203 -5.45750
C 11.16965 26.96681 -4.76044
N 10.40803 26.31016 -3.66512
C 10.56650 27.11705 -2.46497
C 10.11189 26.44098 -1.21957
O 10.97284 25.33026 -0.95123
C 10.36985 24.33644 -0.16033
H 8.67929 28.85853 -7.26176
H 7.82106 29.15438 -5.61051
H 7.29410 28.03331 -6.91402
H 10.27069 28.95927 -4.81714
H 10.85159 28.42129 -6.37080
H 12.14132 27.27536 -4.37475
H 11.32297 26.16954 -5.48772
H 10.92240 25.46998 -3.44240
H 10.04086 28.05194 -2.65935
H 11.59676 27.44734 -2.33246
H 9.07840 26.18655 -1.45468
H 10.17146 26.96741 -0.26699
H 10.99171 23.44902 -0.04248
H 9.43024 24.01393 -0.60889
H 10.09919 24.60239 0.86148
C 18.20994 30.23562 2.63262
O 17.82845 30.05603 1.25074
C 18.31399 28.94117 0.59563
C 19.77591 29.07327 -0.00820
N 20.18548 27.85615 -0.65356
C 21.47584 27.87880 -1.41003
C 21.74858 26.53565 -2.00764
O 21.30960 26.50455 -3.37672
C 20.78425 25.24986 -3.92466
H 17.57732 30.98308 3.11136
H 19.26646 30.50326 2.61669
H 18.09026 29.34382 3.24782
H 17.58620 28.69622 -0.17795
H 18.20044 28.07450 1.24687
H 20.42264 29.30349 0.83847
H 19.86673 29.90663 -0.70488
H 19.45756 27.45469 -1.22720
H 22.25479 28.06186 -0.66988
H 21.47204 28.64509 -2.18519
H 21.15409 25.78712 -1.48383
H 22.81952 26.33282 -2.00159
H 21.65403 24.69215 -4.27186
H 20.16040 25.38031 -4.80890
H 20.20476 24.70274 -3.18105
C 24.23729 11.63133 -7.73186
O 22.81671 11.71052 -7.41432
C 22.01293 11.42637 -8.53573
C 20.52419 11.62524 -8.25896
N 20.21282 12.71554 -7.31111
C 19.74411 13.87296 -8.09791
C 19.67249 15.09858 -7.22906
O 20.96423 15.63255 -6.88692
C 20.93967 16.95733 -6.27344
H 24.81537 11.87659 -6.84093
H 24.44026 12.35811 -8.51844
H 24.60074 10.71086 -8.18874
H 22.18475 10.39005 -8.82664
H 22.26205 12.03731 -9.40337
H 20.22301 10.77137 -7.65207
H 19.79426 11.70609 -9.06442
H 21.04792 13.00419 -6.82184
H 18.77793 13.64163 -8.54634
H 20.48716 14.09955 -8.86252
H 19.07701 14.84204 -6.35288
H 19.09937 15.82131 -7.80984
H 21.96046 17.33949 -6.26645
H 20.61674 16.94356 -5.23247
H 20.39566 17.62390 -6.94265
C 10.62614 15.88083 -0.70361
O 11.66888 15.36456 -1.49694
C 11.63777 15.91342 -2.82965
C 12.91231 15.36472 -3.60432
N 12.89873 13.89409 -3.70614
C 14.09884 13.38822 -4.39324
C 14.07369 11.87874 -4.64443
O 14.45744 11.10498 -3.50432
C 15.31704 10.04400 -3.73350
H 9.62542 15.70284 -1.09727
H 10.71333 16.95952 -0.57359
H 10.69819 15.44768 0.29404
H 11.54418 16.99089 -2.96529
H 10.71866 15.51662 -3.26079
H 13.83242 15.80836 -3.22392
H 12.89592 15.72272 -4.63372
H 12.56737 13.45278 -2.86025
H 14.98984 13.53948 -3.78387
H 14.31224 13.93113 -5.31400
H 14.81808 11.63819 -5.40345
H 13.16697 11.55702 -5.15671
H 16.17824 10.33030 -4.33721
H 14.80427 9.22094 -4.23124
H 15.82783 9.77734 -2.80825
C 24.50801 21.75715 -12.78587
O 23.17690 21.57553 -12.26061
C 22.75322 20.18267 -12.07893
C 21.44077 20.20140 -11.37902
N 20.27584 20.55921 -12.27738
C 19.03755 20.66797 -11.47306
C 17.95751 21.42695 -12.24212
O 18.24296 22.77538 -12.69521
C 18.48933 23.68856 -11.68074
H 24.68323 22.82659 -12.90296
H 24.60173 21.22353 -13.73168
H 25.13671 21.21387 -12.08041
H 23.53248 19.57675 -11.61663
H 22.55698 19.67547 -13.02357
H 21.44257 20.98354 -10.61984
H 21.22210 19.22001 -10.95809
H 20.59878 21.49364 -12.48390
H 19.23117 21.12597 -10.50309
H 18.64665 19.71057 -11.12854
H 17.01442 21.32069 -11.70602
H 17.82179 20.91158 -13.19296
H 19.24737 23.35340 -10.97283
H 17.54754 23.95328 -11.20005
H 18.79704 24.61074 -12.17366
C 13.53367 16.36887 -11.68441
C 12.39199 17.09036 -11.07482
O 12.33797 18.44875 -11.44516
O 13.26028 15.73607 -12.98725
H 13.70831 15.43757 -11.14563
H 14.43461 16.98220 -11.69903
H 12.50198 17.13897 -9.99148
H 11.51521 16.50355 -11.34871
H 12.51995 18.94840 -10.64588
H 13.17961 16.50714 -13.55340
C 18.00108 23.34297 0.86034
C 17.73305 23.00417 -0.62728
O 17.74107 24.19240 -1.45585
O 19.22732 23.98043 1.19484
H 17.76482 22.47034 1.46929
H 17.17148 24.02355 1.05186
H 16.81370 22.43243 -0.75387
H 18.55740 22.38128 -0.97447
H 17.48303 23.90354 -2.33425
H 19.25827 24.85093 0.79129
C 8.61040 20.35856 -6.11906
C 7.85185 21.53046 -5.48924
C 7.87252 21.66015 -3.93521
O 7.07840 22.77072 -3.61233
C 6.09650 22.39073 -2.67257
N 8.52149 22.66919 -6.05831
H 8.05207 19.45026 -5.89245
H 9.62001 20.16690 -5.75567
H 8.72251 20.33778 -7.20308
H 6.85271 21.44158 -5.91578
H 8.90548 21.90550 -3.68842
H 7.57546 20.68774 -3.54245
H 5.55635 21.48872 -2.96011
H 5.39666 23.15125 -2.32624
H 6.64067 22.13005 -1.76481
H 8.47396 22.65388 -7.06708
H 9.49532 22.40767 -6.00031

***

[2]
The following is a quantum chemistry calculation of a molecular structure, C38H99BF4N7O12Pd in a non-equilibrium geometry, from the Open Molecules 2025 dataset.

Computed properties:
- <S²>: 2.00
- LUMO level (spin up / spin down): -2.647 / -5.630 eV
- Frontier orbital gap (spin up / spin down): 7.380 / 4.397 eV
- Charge: +1
- F_max: 1.4 eV Å⁻¹
- Electronic energy: -3345.377127 Ha
- Multiplicity: 3
- HOMO level (spin up / spin down): -10.027 / -10.027 eV
- Energy relative to the best compared isomer or geometry (same formula, charge and spin): 0.0 kJ/mol

CARTESIAN COORDINATES (ANGSTROEM)
Pd 1.23910 2.41058 -2.73413
B 0.36953 -0.03576 -0.06316
F 0.89274 -1.27763 -0.39062
F -1.03203 -0.07216 0.00757
F 0.85046 0.44552 1.16169
F 0.75650 0.89316 -1.08015
C 4.19819 -2.32694 0.90249
C 5.38924 -1.56378 1.43714
O 6.57076 -2.28796 1.10964
H 4.33254 -2.59218 -0.14929
H 3.28050 -1.75359 1.03858
H 4.05358 -3.27395 1.42545
H 5.27419 -1.45270 2.52086
H 5.45295 -0.55887 0.99881
H 7.34836 -1.75570 1.29700
C -1.23083 4.54587 -3.59789
O -0.75172 3.20383 -3.49040
C -1.69691 2.23383 -3.98276
C -1.21191 0.90646 -3.51651
N 0.24850 0.70159 -3.79016
C 0.57452 0.67121 -5.22690
C -0.14862 -0.36565 -6.05407
O -1.45099 0.07491 -6.37662
C -2.23101 -0.95641 -6.93857
H -2.07793 4.67159 -2.91936
H -1.52224 4.75028 -4.62772
H -0.42609 5.19293 -3.25912
H -1.68805 2.32004 -5.07557
H -2.68478 2.51111 -3.62474
H -1.80929 0.07753 -3.88758
H -1.26999 0.87643 -2.42412
H 0.36004 -0.28867 -3.50261
H 1.62843 0.37852 -5.32140
H 0.52829 1.66421 -5.67998
H -0.17694 -1.33107 -5.53096
H 0.41930 -0.52515 -6.98231
H -1.75407 -1.35948 -7.84459
H -3.19330 -0.55803 -7.24497
H -2.34456 -1.79385 -6.23864
C 1.33725 -1.85329 2.97269
O 2.06727 -2.72103 3.81504
C 2.81824 -2.01760 4.77630
C 3.29864 -2.98427 5.81111
N 2.21911 -3.36063 6.71302
C 2.61536 -4.39819 7.66753
C 1.35854 -4.98283 8.27914
O 1.60628 -5.76152 9.42538
C 2.11542 -7.03880 9.13772
H 0.48608 -1.42854 3.52073
H 1.04716 -2.36042 2.05788
H 1.95528 -0.99047 2.69389
H 2.20207 -1.26308 5.29157
H 3.64532 -1.47503 4.29741
H 4.12754 -2.56585 6.38854
H 3.69855 -3.89147 5.32563
H 1.43294 -3.68244 6.15701
H 3.17147 -3.89312 8.45833
H 3.21358 -5.17991 7.17965
H 0.76544 -5.53706 7.53748
H 0.73291 -4.15139 8.61230
H 1.65837 -7.48933 8.24806
H 2.00334 -7.68373 10.00508
H 3.19479 -7.00963 8.91190
C -4.61878 5.91573 -5.37462
O -4.36341 4.55531 -5.57371
C -5.36317 3.90792 -6.34405
C -5.07381 2.43015 -6.29389
N -5.21223 1.96275 -4.91622
C -5.08450 0.52330 -4.80091
C -5.19136 0.13348 -3.34361
O -4.20087 0.83828 -2.64056
C -4.07311 0.40659 -1.29885
H -4.87859 6.43704 -6.30317
H -3.74687 6.38680 -4.92010
H -5.44999 6.09298 -4.67459
H -5.42129 4.32387 -7.35785
H -6.35227 4.09201 -5.89979
H -4.07884 2.25484 -6.73442
H -5.82113 1.91151 -6.90154
H -4.49027 2.43397 -4.39126
H -4.10805 0.17496 -5.17817
H -5.88633 0.05236 -5.37060
H -5.04252 -0.95036 -3.24197
H -6.20876 0.32549 -2.97944
H -3.40296 -0.45394 -1.21327
H -5.05278 0.18805 -0.86482
H -3.65404 1.23312 -0.72224
C 3.60303 -0.07052 -3.03221
O 3.05095 0.98932 -2.26907
C 3.85961 1.41365 -1.20022
C 3.20289 2.58691 -0.47550
N 2.75100 3.57564 -1.49059
C 2.12141 4.74367 -0.81355
C 0.82187 4.41206 -0.09393
O 0.02946 3.59145 -0.91268
C -1.26334 3.37850 -0.34697
H 4.26504 0.33298 -3.80246
H 2.79621 -0.64358 -3.48475
H 4.15823 -0.76620 -2.39878
H 4.83165 1.79000 -1.56166
H 4.08535 0.60395 -0.50008
H 3.99687 2.97632 0.16890
H 2.38099 2.26639 0.15588
H 3.64188 3.94396 -1.82187
H 1.96655 5.52856 -1.55455
H 2.79227 5.15189 -0.04868
H 0.34535 5.38626 0.08694
H 0.99513 3.97541 0.89669
H -1.18488 2.81497 0.58587
H -1.84908 2.77003 -1.03332
H -1.76016 4.33873 -0.19485
C -3.35522 -1.85541 1.86073
C -3.81193 -0.52904 2.44050
C -3.73320 -0.55172 3.95061
O -4.72605 -1.40002 4.45966
C -4.75292 -1.43450 5.85899
N -2.99846 0.58086 1.94763
H -2.29189 -2.01683 2.07788
H -3.50723 -1.91190 0.78136
H -3.83619 -2.72728 2.31350
H -4.86879 -0.38217 2.19176
H -3.88828 0.47514 4.32009
H -2.72273 -0.87770 4.24988
H -3.92046 -1.95893 6.34543
H -5.67653 -1.91833 6.17262
H -4.75947 -0.41423 6.27354
H -2.30470 0.84655 2.63610
H -2.50472 0.34815 1.09542
C 1.07070 -4.43045 -1.66351
C 0.56294 -3.64322 -2.86646
C -0.92572 -3.44437 -2.83738
O -1.54419 -4.66169 -3.08542
C -2.94595 -4.55673 -3.08580
N 1.27630 -2.34602 -2.99367
H 2.15740 -4.41476 -1.59621
H 0.70250 -5.45583 -1.67791
H 0.67541 -3.96819 -0.75212
H 0.83520 -4.21734 -3.75855
H -1.18300 -2.66693 -3.58028
H -1.19187 -3.00182 -1.85879
H -3.28180 -3.83066 -3.83947
H -3.32417 -4.20095 -2.11785
H -3.37933 -5.52509 -3.31639
H 1.29622 -1.89485 -2.07774
H 2.24318 -2.58575 -3.18942
C 4.14119 1.36964 2.91403
C 2.94614 1.90469 3.69017
C 3.35907 2.98522 4.65188
O 4.19679 2.43007 5.64159
C 4.47540 3.33570 6.67419
N 1.97709 2.48160 2.74185
H 4.74407 2.21078 2.55437
H 3.82781 0.76770 2.05798
H 4.77421 0.76598 3.56204
H 2.51572 1.05651 4.23696
H 2.47302 3.43788 5.12400
H 3.88358 3.79232 4.11888
H 3.58986 3.57743 7.27187
H 4.91089 4.27238 6.29561
H 5.23729 2.89942 7.31919
H 1.09601 2.60713 3.23591
H 1.76705 1.73055 2.08413

***

[3]
The following is a quantum chemistry calculation of 8 unconnected molecules or ions with the total composition C38H99N7O13 in a non-equilibrium geometry, from the Open Molecules 2025 dataset.

Computed properties:
- LUMO level: 0.451 eV
- Frontier orbital gap: 8.641 eV
- Charge: 0
- F_max: 2.7 eV Å⁻¹
- Electronic energy: -2868.305397 Ha
- HOMO level: -8.190 eV
- Energy relative to the best compared isomer or geometry (same formula, charge and spin): 0.0 kJ/mol
- SMILES: COC[C@H](C)N.COC[C@H](C)N.COC[C@H](C)N.COCCNCCOC.COCCNCCOC.COCCNCCOC.COCCNCCOC.OCCO

CARTESIAN COORDINATES (ANGSTROEM)
C 7.45005 8.05480 6.35453
O 7.27762 7.75111 5.02611
C 7.35766 6.37814 4.82334
C 7.36702 6.09060 3.33406
N 8.61934 6.55739 2.78361
C 8.73184 6.69603 1.30205
C 7.99195 5.60929 0.55832
O 7.66417 6.06929 -0.74287
C 6.39913 6.66966 -0.77210
H 6.50481 7.89844 6.87933
H 7.69625 9.11591 6.45185
H 8.34215 7.56220 6.75085
H 6.50028 5.86289 5.30564
H 8.22939 5.86482 5.27286
H 6.50638 6.66097 2.90367
H 7.09335 5.05168 3.14159
H 8.79642 7.43178 3.26318
H 9.80909 6.68422 1.10845
H 8.39035 7.70164 1.00708
H 7.11017 5.25899 1.10481
H 8.64770 4.72602 0.59996
H 6.11379 6.95435 -1.79146
H 6.36951 7.65547 -0.26264
H 5.61508 6.02367 -0.36498
C 12.07954 4.54726 5.33382
O 11.59048 3.30159 4.93946
C 11.94873 2.98242 3.62369
C 10.93723 3.44021 2.59022
N 9.76069 2.60722 2.53031
C 8.89794 2.61926 3.70326
C 7.67317 1.84622 3.37923
O 7.85551 0.44435 3.54542
C 8.60475 -0.16397 2.55552
H 11.58678 4.87198 6.25294
H 11.80426 5.34212 4.61345
H 13.16648 4.55115 5.47309
H 12.07087 1.90171 3.51017
H 12.92545 3.43984 3.39772
H 11.42539 3.53878 1.62016
H 10.65905 4.48846 2.86669
H 9.32255 2.62401 1.62855
H 8.60768 3.68398 3.82265
H 9.44050 2.30417 4.58330
H 7.34239 2.02031 2.35331
H 6.97022 2.04268 4.19095
H 8.40934 -1.23782 2.51577
H 9.67321 -0.06253 2.80040
H 8.46653 0.22082 1.53684
C 5.07967 11.41038 0.70651
O 6.41542 11.52231 1.13739
C 7.07326 12.69038 0.66563
C 6.69469 13.96360 1.38249
N 7.03232 13.91555 2.81265
C 6.51981 15.11011 3.53125
C 6.63401 14.90737 5.02722
O 5.88885 15.84148 5.73636
C 6.43125 17.15053 5.77335
H 4.77621 10.36456 0.78243
H 4.99841 11.66673 -0.36180
H 4.38256 12.00634 1.30544
H 6.99474 12.82818 -0.42266
H 8.13699 12.49656 0.84961
H 5.59577 14.08397 1.31203
H 7.27642 14.77431 0.94171
H 6.62780 13.10723 3.27645
H 5.45706 15.26490 3.28091
H 7.12177 15.97822 3.25546
H 7.67920 14.97938 5.36552
H 6.36942 13.88626 5.29736
H 6.04872 17.78455 4.96092
H 7.53067 17.15067 5.73199
H 6.13158 17.60202 6.72151
C -4.69728 3.80849 9.77363
O -3.33941 3.96885 9.56435
C -2.82424 3.08090 8.59987
C -1.31720 3.25706 8.56851
N -0.94981 4.49402 7.82086
C 0.47348 4.68409 7.74128
C 0.93326 6.10185 7.46652
O 2.27974 6.27952 7.86134
C 3.16079 5.67141 6.99236
H -5.29379 3.50698 8.90523
H -5.12555 4.75392 10.13835
H -4.94355 3.11085 10.59810
H -3.20229 3.39115 7.61122
H -3.13494 2.04672 8.77915
H -0.84722 2.42559 8.02694
H -0.93714 3.26593 9.60882
H -1.43017 5.27567 8.26060
H 0.92188 3.92268 7.10617
H 0.95835 4.49058 8.73045
H 0.40425 6.81658 8.09426
H 0.84044 6.35852 6.39916
H 2.99970 4.59231 6.96989
H 4.18930 5.88071 7.28541
H 3.06217 6.11522 5.98705
C 10.06681 9.97455 3.63034
C 11.21633 9.03809 3.40489
O 12.44233 9.72428 3.25122
O 10.14149 10.53836 4.92999
H 9.08836 9.50452 3.45900
H 10.15971 10.74377 2.85484
H 10.96990 8.44340 2.51712
H 11.27341 8.29513 4.21614
H 12.74084 9.99817 4.12308
H 10.08457 11.49351 4.82939
C 6.60413 14.40390 8.87553
C 7.71705 14.19072 9.87260
C 7.32127 14.86895 11.16580
O 7.25224 16.27107 10.94252
C 7.26783 16.98999 12.13812
N 7.81581 12.76231 10.15131
H 6.86638 13.99750 7.89679
H 6.42697 15.46789 8.67449
H 5.66667 13.99483 9.24749
H 8.68537 14.49062 9.48748
H 8.06341 14.65131 11.95366
H 6.35992 14.45871 11.52464
H 8.27212 16.99761 12.59757
H 6.54338 16.57981 12.84783
H 7.06809 18.04163 11.93131
H 6.95297 12.43429 10.56573
H 8.05949 12.20230 9.35482
C 7.13535 9.92345 -3.72039
C 7.82868 10.15480 -2.38472
C 8.94915 9.14567 -2.25687
O 9.74089 9.40309 -1.07750
C 11.00640 8.80435 -1.15547
N 8.28754 11.56595 -2.41151
H 6.23755 10.53642 -3.79301
H 6.70471 8.90223 -3.75247
H 7.77658 9.96631 -4.59960
H 7.06899 9.95109 -1.62562
H 9.65854 9.22708 -3.09776
H 8.56684 8.11810 -2.18365
H 11.47695 8.93607 -0.18266
H 11.65122 9.30804 -1.90172
H 10.97398 7.74933 -1.46330
H 9.14967 11.51541 -2.96118
H 8.63603 11.88524 -1.50722
C 3.40043 7.20474 1.70278
C 3.43525 6.10150 2.73834
C 2.01325 5.60754 3.05864
O 2.06278 4.38319 3.72494
C 0.87462 4.05321 4.33643
N 4.30453 4.98210 2.23066
H 3.37899 6.75928 0.70134
H 4.32514 7.78661 1.73262
H 2.55222 7.89417 1.74267
H 3.91115 6.46124 3.66026
H 1.43243 5.49377 2.13152
H 1.54618 6.37995 3.68903
H 0.08983 3.69533 3.66186
H 0.45107 4.90296 4.89188
H 1.08981 3.31404 5.10319
H 3.84862 4.08588 2.37338
H 5.12431 4.90506 2.81879